1.
The following is a quantum chemistry calculation of C4H6HoLiO as an isolated structure in a non-equilibrium geometry, from the OMol25 dataset.

The expectation value of S² is 6.005. Its multiplicity is 5. For the HOMO-LUMO gap (spin up / spin down), the calculation gives 0.241 / 0.249 hartree. As for the charge: +2. Its total energy is -32277.9586 eV. The calculation puts the HOMO energy (spin up / spin down) at -16.105 / -16.134 eV.

Element x y z (Å)
C -0.42419 -0.50861 0.53686
Li -2.83067 -0.54338 0.20237
Ho 0.68425 2.42425 0.08499
H 0.66353 -1.77425 -1.02595
H 2.71582 -0.61657 -1.19919
C 0.73627 -0.82430 -0.49200
O 2.17247 1.05320 -0.12790
H -1.61682 0.86925 -0.74654
C 1.89916 -0.14581 -0.62844
H -0.00406 -0.46098 1.55641
H -1.82792 1.14659 1.05371
C -1.13755 0.82480 0.25238
H -1.03030 -1.44421 0.53329

Atomic forces in eV per Å
1.46 -0.27 -0.93
-0.07 -0.17 0.03
0.85 -1.54 -0.20
0.10 0.30 0.25
-0.40 0.45 0.10
-0.29 0.15 0.93
-1.28 2.37 1.11
0.04 0.04 0.18
-0.61 -2.22 -1.01
-0.07 -0.18 -0.30
-0.01 0.01 -0.17
0.28 0.72 -0.07
-0.01 0.33 0.06

Atom charges from the Löwdin analysis, given in e for atoms 1 to 6: -0.32 0.86 2.04 0.12 0.15 -0.08

---

2.
The following is a quantum chemistry calculation of C5H8O2 as an isolated structure in a non-equilibrium geometry, from the OMol25 dataset.

For the HOMO-LUMO gap (spin up / spin down), the calculation gives 0.300 / 0.300 hartree. As for the charge: 0. Its total energy is -9405.4404 eV. The calculation puts the HOMO energy (spin up / spin down) at -8.681 / -8.680 eV. As for the energy relative to the best compared isomer or geometry (same formula, charge and spin): 423.7 kJ/mol.

Element x y z (Å)
C 1.50194 0.36333 0.15780
H 1.77314 0.80055 1.12256
H -0.52524 1.94429 1.17661
H -1.48858 -0.61466 -1.32464
C -0.46118 -0.70715 -0.98247
C -0.00529 0.21218 0.05770
H -0.49334 2.25112 -0.58164
H -1.83497 1.32718 0.16893
H 1.86017 1.02652 -0.63977
O -0.84774 -3.15801 0.99363
H 0.20415 -1.25294 -1.63992
C -0.75936 1.52561 0.19188
C -0.30829 -2.40789 0.29381
H 1.99794 -0.60709 0.05745
O -0.61335 -0.70304 0.94808

Atomic forces in eV per Å
0.05 -0.01 0.05
-0.03 -0.06 -0.10
0.00 -0.04 -0.17
0.05 -0.22 0.35
0.06 0.12 -0.21
0.01 0.15 -0.19
0.00 -0.04 0.07
0.16 0.07 -0.07
-0.04 -0.10 0.14
0.61 0.69 -0.71
-0.08 0.19 0.06
-0.03 0.11 -0.06
-0.64 -0.85 0.60
-0.08 0.12 0.05
-0.05 -0.14 0.19

Atom charges from the natural (NBO) analysis, given in e for atoms 1 to 6: -0.62 0.23 0.23 0.22 -0.04 0.12

---

3.
The following is a quantum chemistry calculation of an isolated ion of composition HO3P2S2 and charge -1 in a non-equilibrium geometry, from the OMol25 dataset.

For the HOMO-LUMO gap, the calculation gives 0.270 hartree. As for the charge: -1. Its total energy is -46410.7128 eV. The calculation puts the HOMO energy at -3.925 eV. As for the energy relative to the best compared isomer or geometry (same formula, charge and spin): 187.5 kJ/mol.

Element x y z (Å)
P 1.16150 1.06177 0.48993
H -0.47089 0.37896 -0.40476
O 1.35750 -2.32802 1.16516
P 2.20518 -1.11743 1.10515
S 3.32684 1.02675 -0.67365
S 3.26229 -0.98453 -0.80752
O 1.35633 2.16812 1.49097
O -0.37447 1.30129 -0.15038

Atomic forces in eV per Å
0.87 1.85 1.24
-0.94 -0.36 -0.64
-0.52 -0.62 -0.13
0.78 0.38 0.44
-0.66 0.91 0.20
-0.57 -0.64 -0.13
-0.31 -1.14 -1.08
1.37 -0.40 0.10

Atom charges from the natural (NBO) analysis, given in e for atoms 1 to 6: 1.47 0.47 -1.13 0.98 -0.39 -0.32